Density functional theory data (ωB97M-V with the def2-TZVPD basis set) for a cluster of 2 separate species, C3H10N2S in total.

Computed properties:
- E_LUMO (spin up / spin down): -3.8 / -9.0 eV
- Net charge: +1
- 2S+1: 2
- Energy above the lowest of the compared OMol25 structures with the same formula, charge and spin: 175.3 kJ/mol
- Kohn-Sham gap (spin up / spin down): 8.921 / 3.591 eV
- HOMO (spin up / spin down): -12.7 / -12.6 eV
- Calculated total energy: -627.65422 hartree

Last column: Mulliken charge in e.
Atoms and positions in Å:
C 1.197 -0.675 1.527  -0.96
C 1.864 -1.477 0.399  -0.35
S 0.645 -1.942 -0.812  0.27
H 0.374 -1.218 2.001  0.38
H 0.871 0.306 1.181  0.28
H 1.974 -0.436 2.250  0.32
H 2.282 -2.425 0.727  0.37
H 2.645 -0.870 -0.065  0.36
N -0.857 2.964 0.209  -0.41
C -1.523 2.036 -0.526  0.00
N -2.137 1.058 0.026  -0.65
H -0.037 3.474 -0.076  0.21
H -1.046 3.019 1.198  0.25
H -1.487 2.228 -1.594  0.40
H -2.683 0.580 -0.686  0.26
H 0.288 -0.707 -1.234  0.26